DFT (the ωB97M-V functional and the def2-TZVPD basis) results for a molecular structure, C33H40BaN3.

Geometry as XYZ:
```
77
Properties=species:S:1:pos:R:3:forces:R:3:mulliken_charge:R:1
Ba 0.126297 -0.603446 -0.863836 -0.2 -0.2 0.4 1.563
C 0.287436 -2.855435 2.881561 0.0 0.1 0.0 -1.399
C 0.145156 -1.355389 2.866922 0.0 0.0 -0.1 0.429
C -1.117935 -0.766744 2.867371 0.0 0.0 0.0 -0.369
C -1.271217 0.614532 2.804351 -0.1 0.0 0.0 0.915
C -2.637408 1.246165 2.802582 0.1 0.0 0.0 -1.559
C -0.134695 1.412978 2.722745 0.0 0.0 0.0 -0.643
C 1.137146 0.857236 2.717402 0.1 0.0 0.0 0.962
C 2.356435 1.730718 2.577128 0.0 -0.1 0.0 -1.443
C 1.263122 -0.527300 2.804749 0.0 -0.1 -0.2 -0.674
H 1.221409 -3.159329 3.354619 0.0 0.0 0.0 0.421
H 0.274277 -3.250345 1.862568 0.0 0.0 0.0 0.219
H -0.541801 -3.319697 3.414254 0.0 0.0 0.0 0.375
H -1.996803 -1.399886 2.904063 0.0 0.0 0.0 0.205
H -3.394257 0.554175 3.167321 0.0 0.0 0.0 0.398
H -2.915539 1.539724 1.788823 0.0 0.0 0.0 0.062
H -2.653147 2.141820 3.424935 0.0 0.0 0.0 0.524
H -0.245503 2.490646 2.661247 0.0 0.0 0.0 0.368
H 2.611356 1.853618 1.521709 0.0 0.0 0.0 0.221
H 3.216800 1.290530 3.081720 0.0 0.0 0.0 0.393
H 2.179526 2.722591 2.992119 0.0 0.0 0.0 0.381
H 2.256403 -0.966731 2.803788 0.0 0.0 0.0 0.309
C 3.816470 -0.142529 -2.359914 0.0 0.0 -0.1 -1.662
N 2.521991 0.461566 -2.070961 -0.1 0.0 0.0 -0.150
C 2.091549 1.345075 -2.903960 0.0 0.1 0.0 -0.263
C 0.848664 2.049301 -2.835952 0.1 0.2 0.0 0.369
C 0.422682 3.011208 -3.769060 0.1 -0.1 0.0 -0.796
C -0.806088 3.478746 -3.315466 0.0 0.0 0.0 -0.695
C -1.061996 2.778605 -2.126728 0.0 0.1 0.0 -0.588
N -0.074325 1.929045 -1.819223 0.1 -0.1 0.0 -0.235
C 3.690430 -1.296235 -3.328058 0.0 0.0 0.0 0.706
C 3.025861 -2.457901 -2.943002 0.0 0.0 0.0 -0.097
C 2.823534 -3.496533 -3.836144 0.0 0.0 0.1 -0.631
C 3.301661 -3.393237 -5.135449 0.0 0.0 0.0 -0.378
C 3.974309 -2.246715 -5.528818 0.0 0.0 0.0 -0.574
C 4.163101 -1.202952 -4.631243 0.0 0.0 0.0 -0.407
H 4.231529 -0.518575 -1.420429 0.0 0.1 0.0 0.389
H 4.525203 0.596172 -2.755690 0.0 0.0 0.0 0.469
H 2.711706 1.627420 -3.766747 0.0 0.0 0.0 0.288
H 0.953179 3.306567 -4.662945 0.0 0.0 0.0 0.404
H -1.444471 4.213142 -3.781813 0.0 0.0 0.0 0.397
H -1.935355 2.863311 -1.493074 0.0 0.0 0.0 0.440
H 2.647588 -2.546698 -1.929348 0.0 0.0 0.0 0.520
H 2.270775 -4.371693 -3.519748 0.0 0.0 0.0 0.305
H 3.135107 -4.196242 -5.841904 0.0 0.0 0.0 0.409
H 4.343628 -2.153599 -6.542719 0.0 0.0 0.0 0.372
H 4.676916 -0.302961 -4.949519 0.0 0.0 0.0 0.321
C -4.810950 0.416973 -0.460641 0.1 -0.1 0.0 -1.927
C -3.796954 -0.724693 -0.530353 0.0 0.0 0.0 2.456
C -3.972150 -1.666198 0.666835 0.0 0.0 0.0 -1.261
C -3.837712 -1.520577 -1.816570 0.0 0.0 0.1 0.339
C -5.027114 -1.644621 -2.512388 0.0 0.0 0.0 -0.460
C -5.136255 -2.408316 -3.668717 0.0 0.0 -0.1 -1.342
C -3.986513 -3.051105 -4.120849 0.0 0.0 0.0 -0.666
C -2.769836 -2.962316 -3.469728 -0.1 -0.1 0.1 1.030
C -1.594906 -3.691348 -4.093680 0.1 0.0 0.0 0.419
C -0.977954 -4.745591 -3.169621 0.0 0.0 0.0 -1.512
C -0.525104 -2.723275 -4.611460 -0.1 0.0 0.0 -1.077
C -2.619643 -2.192809 -2.243141 0.2 -0.1 -0.3 -0.326
N -1.459981 -2.077546 -1.598550 -0.2 0.3 0.2 -1.304
H -4.633028 1.036219 0.423095 0.0 0.0 0.0 0.374
H -5.832361 0.035511 -0.387014 0.0 0.0 0.0 0.413
H -4.748722 1.048590 -1.348425 0.0 0.0 0.0 0.427
H -2.788417 -0.293168 -0.448863 0.0 0.0 -0.1 -0.802
H -4.959846 -2.133333 0.621037 0.0 0.0 0.0 0.402
H -3.891000 -1.129973 1.618383 0.0 0.0 0.0 0.126
H -3.212733 -2.449501 0.628380 0.0 0.0 0.0 0.304
H -5.911991 -1.126251 -2.153507 0.0 0.0 0.0 0.173
H -6.074695 -2.488905 -4.204005 0.0 0.0 0.0 0.314
H -4.042711 -3.645520 -5.031489 0.0 0.0 0.0 0.250
H -1.993173 -4.220524 -4.969053 0.0 0.0 0.0 0.436
H -0.640994 -4.260095 -2.253173 0.0 0.0 0.0 0.122
H -0.133289 -5.244819 -3.660461 0.0 0.0 0.0 0.401
H -1.717910 -5.506035 -2.907647 0.0 0.0 0.0 0.386
H -0.090453 -2.183712 -3.769180 0.0 0.0 0.0 -0.005
H -0.969633 -1.997047 -5.295359 0.0 0.0 0.0 0.391
H 0.271621 -3.256037 -5.140983 0.0 0.0 0.0 0.348
```
Positions in Å, forces in eV/Å.

Values from the calculation:
Energy relative to the best compared isomer or geometry (same formula, charge and spin) ... 16.9 kJ/mol
Frontier orbital gap ... 4.1 eV
Molecular weight ... 616.0 g/mol
Net charge ... -1